# 1
Formula: C17H20BClInNO4PS2
Source: OMol25
Level of theory: ωB97M-V/def2-TZVPD

- E (a.u.) = -2826.58123
- LUMO energy (eV) = -14.38
- charge = +3
- frontier orbital gap (Ha) = 0.1221

Each line ends with the Mulliken charge.
CARTESIAN COORDINATES (ANGSTROEM)
C: 2.39 -4.02 -1.02  -0.622
C: 0.89 -4.15 -1.67  -0.623
C: 0.23 -2.72 -2.14  -0.260
O: 1.17 -1.58 -2.17  -0.152
C: 0.37 -0.34 -2.45  0.017
C: -0.34 -0.24 -3.96  -0.328
C: -1.29 1.03 -4.44  -0.569
C: -1.50 2.23 -3.31  -0.259
C: -0.81 2.14 -1.81  0.248
C: 0.15 0.86 -1.32  0.111
N: 0.75 0.75 0.07  0.332
B: 2.04 1.55 0.21  0.682
O: 2.02 3.00 0.61  -0.548
C: 3.57 0.91 0.01  -0.653
C: 3.64 -0.72 0.21  -0.341
C: -0.26 1.08 1.16  -0.159
C: -1.28 2.41 1.11  0.679
C: -2.36 2.77 2.29  -0.659
C: -2.47 1.74 3.60  0.060
P: -3.74 2.08 5.04  0.588
O: -4.91 3.18 4.28  -0.454
O: -4.67 0.58 5.20  -0.414
C: -1.47 0.42 3.61  0.064
Cl: -1.61 -0.77 5.03  0.020
C: -0.36 0.07 2.44  -0.105
S: 0.67 -1.49 2.63  -0.062
S: -1.08 3.47 -0.47  0.068
H: 2.33 -3.25 -0.14  0.016
H: 3.17 -3.71 -1.86  0.227
H: 2.77 -5.07 -0.61  0.368
H: 1.01 -4.83 -2.64  0.309
H: 0.18 -4.77 -0.95  0.297
H: -0.63 -2.44 -1.36  0.201
H: -0.32 -2.92 -3.17  0.283
H: -0.15 -1.16 -4.71  0.469
H: -1.82 1.11 -5.48  0.393
H: -2.20 3.16 -3.57  0.322
H: 2.94 3.15 1.04  0.332
H: 4.29 1.37 0.85  0.368
H: 4.06 1.25 -1.02  0.312
H: 4.00 -1.17 -0.83  0.205
H: 2.59 -1.17 0.47  -0.216
H: 4.40 -1.06 1.05  0.357
H: -3.08 3.70 2.23  0.473
H: -5.14 2.69 3.42  0.347
H: -4.84 0.21 4.26  0.363
H: -0.10 -2.55 2.05  0.273
In: -3.24 3.23 -1.77  0.638

# 2
Formula: F2HNS
Source: OMol25
Level of theory: ωB97M-V/def2-TZVPD

- E (a.u.) = -653.20945
- LUMO energy (eV) = -1.69
- ΔE to the lowest compared entry with this formula, charge and spin (kJ/mol) = 44.3
- frontier orbital gap (Ha) = 0.3799

Each line ends with the Mulliken charge.
CARTESIAN COORDINATES (ANGSTROEM)
N: 0.39 1.13 0.39  -0.198
F: -1.89 -0.68 -0.14  -0.429
F: 1.42 -1.22 -0.11  -0.287
S: 1.60 0.48 0.03  0.475
H: -1.53 0.29 -0.16  0.440

# 3
Formula: C38H42AsBClN9O2S2Sc
Source: OMol25
Level of theory: ωB97M-V/def2-TZVPD

- E (a.u.) = -6394.71026
- LUMO energy (eV) = 2.38
- charge = -1
- ΔE to the lowest compared entry with this formula, charge and spin (kJ/mol) = 105.5
- frontier orbital gap (Ha) = 0.2504

Each line ends with the Mulliken charge.
CARTESIAN COORDINATES (ANGSTROEM)
Sc: 0.18 0.48 -0.43  -0.602
B: 1.84 -2.33 -1.34  1.182
N: 0.37 -2.55 -1.78  -0.251
C: -0.22 -3.61 -2.35  -0.415
C: -1.56 -3.31 -2.52  -1.365
C: -1.70 -2.03 -1.99  -0.648
N: -0.53 -1.58 -1.55  1.394
N: 2.37 -1.12 -2.14  -0.678
C: 3.38 -1.02 -3.01  -0.327
C: 3.51 0.31 -3.39  -1.615
C: 2.51 0.96 -2.68  -0.826
N: 1.83 0.09 -1.93  1.597
H: 2.51 -3.31 -1.58  -0.223
H: 1.82 -2.01 -0.16  -0.435
H: 0.35 -4.49 -2.60  0.447
H: -2.33 -3.95 -2.93  0.451
H: -2.60 -1.43 -1.89  0.351
H: 3.95 -1.90 -3.29  0.480
H: 4.22 0.74 -4.08  0.508
H: 2.25 2.01 -2.68  0.605
N: -3.96 -1.88 6.91  -0.594
C: -3.34 -1.92 5.65  1.035
C: -2.10 -1.33 5.45  -1.122
C: -1.48 -1.39 4.21  -0.336
C: -2.10 -2.05 3.16  -0.619
C: -3.35 -2.64 3.35  -0.414
C: -3.96 -2.58 4.59  -0.757
S: -1.39 -2.06 1.54  1.305
O: -0.07 -2.62 1.65  -0.698
O: -2.33 -2.77 0.72  -0.770
N: -1.17 -0.50 1.04  0.787
C: -2.18 0.42 1.21  0.281
N: -1.83 1.67 0.85  0.321
C: -2.73 2.62 1.03  0.055
C: -3.98 2.37 1.56  -1.164
C: -4.26 1.05 1.86  -0.515
N: -3.39 0.07 1.68  -0.413
H: -3.65 -1.13 7.51  0.229
H: -4.96 -1.98 6.90  0.214
H: -1.61 -0.81 6.27  0.299
H: -0.51 -0.92 4.05  0.290
H: -3.82 -3.11 2.50  0.544
H: -4.93 -3.04 4.73  0.281
H: -2.43 3.61 0.72  0.390
H: -4.70 3.16 1.72  0.406
H: -5.23 0.75 2.25  0.467
C: 5.81 1.53 0.22  -0.991
C: 4.97 0.41 0.27  -0.942
C: 3.60 0.56 0.38  0.986
C: 2.99 1.82 0.41  -0.471
C: 3.85 2.94 0.37  -0.396
C: 5.23 2.79 0.28  -0.574
N: 1.59 1.95 0.41  1.235
C: 1.09 3.10 1.05  -0.522
C: 1.40 3.39 2.39  0.032
C: 0.89 4.52 3.01  -0.763
C: 0.07 5.40 2.33  -0.664
C: -0.24 5.13 1.00  -0.325
C: 0.27 4.00 0.37  -0.390
H: 6.88 1.41 0.14  0.386
H: 5.40 -0.58 0.23  0.446
H: 2.98 -0.32 0.47  -0.031
H: 3.42 3.93 0.39  0.394
H: 5.85 3.67 0.24  0.369
H: 2.05 2.70 2.93  0.433
H: 1.15 4.71 4.05  0.377
H: -0.33 6.28 2.82  0.345
H: -0.87 5.82 0.44  0.408
H: 0.04 3.79 -0.67  0.438
C: 3.86 -1.88 4.71  -1.226
As: 2.50 -2.01 3.32  0.978
C: 3.52 -2.80 1.90  -0.775
C: 1.45 -3.48 4.00  -1.138
S: 1.69 -0.11 3.06  -0.464
H: 4.32 -2.84 4.91  0.421
H: 3.38 -1.50 5.61  0.345
H: 4.61 -1.16 4.39  0.326
H: 4.07 -3.64 2.34  0.591
H: 4.22 -2.05 1.53  0.020
H: 2.88 -3.14 1.09  0.126
H: 2.16 -4.24 4.33  0.503
H: 0.79 -3.86 3.23  0.274
H: 0.86 -3.13 4.84  0.301
Cl: 1.72 2.58 -7.21  -0.281
C: 0.84 2.26 -5.73  0.470
C: 0.63 3.28 -4.81  -0.927
C: -0.07 3.01 -3.64  -0.178
C: -0.56 1.74 -3.33  0.547
C: -1.24 1.44 -2.05  -1.487
C: -0.35 0.74 -4.30  -0.063
C: 0.34 0.99 -5.48  -1.038
H: 1.01 4.27 -5.02  0.420
H: -0.22 3.82 -2.93  0.305
H: -1.71 2.33 -1.63  0.758
H: -1.99 0.66 -2.18  0.475
H: -0.71 -0.27 -4.10  0.389
H: 0.51 0.20 -6.19  0.414

# 4
Formula: C3H7F2NO8P2S2
Source: OMol25
Level of theory: ωB97M-V/def2-TZVPD

- E (a.u.) = -2454.05094
- LUMO energy (eV) = -0.52
- frontier orbital gap (Ha) = 0.3321

Each line ends with the Mulliken charge.
CARTESIAN COORDINATES (ANGSTROEM)
O: 4.02 -2.11 2.35  -0.569
P: 3.59 -1.93 0.91  0.409
N: 2.37 -0.67 0.65  0.061
P: 1.05 -0.73 1.81  0.537
O: 1.55 -0.82 3.40  -0.377
O: 0.28 -2.21 1.51  -0.504
S: -0.29 0.66 1.55  -0.297
S: 3.07 0.89 0.49  1.083
O: 4.55 0.79 0.54  -0.595
O: 2.66 1.40 -0.84  -0.500
F: 2.64 1.88 1.70  -0.169
H: 3.02 -3.15 0.41  0.115
H: 4.77 -1.69 0.13  0.127
H: 1.42 -1.75 3.65  0.331
H: 0.09 -2.17 0.56  0.344
C: -4.44 0.96 -1.94  -0.429
C: -3.47 2.11 -1.90  0.319
O: -2.28 1.50 -1.43  -0.240
C: -2.33 0.21 -1.85  0.617
O: -1.40 -0.53 -1.88  -0.492
O: -3.58 -0.14 -2.25  -0.309
F: -3.87 3.05 -1.01  -0.278
H: -4.92 0.78 -0.98  0.279
H: -5.20 1.08 -2.71  0.266
H: -3.29 2.58 -2.87  0.270

# 5
Formula: C21H20ClN4O3Re
Source: OMol25
Level of theory: ωB97M-V/def2-TZVPD

- E (a.u.) = -1794.46235
- LUMO energy (alpha / beta) (eV) = -10.73 / -11.65
- charge = +3
- multiplicity = 4
- ΔE to the lowest compared entry with this formula, charge and spin (kJ/mol) = 0.0
- frontier orbital gap (alpha / beta) (Ha) = 0.2318 / 0.2007

Each line ends with the Mulliken spin population.
CARTESIAN COORDINATES (ANGSTROEM)
Re: 1.56 -0.25 -0.16  2.548
Cl: -1.70 -2.84 -6.10  0.004
C: -0.75 -2.08 -4.90  0.014
C: 0.14 -1.06 -5.26  0.017
C: 0.93 -0.42 -4.31  0.013
C: 0.84 -0.79 -2.99  0.049
O: 1.61 -0.19 -2.06  0.151
C: -0.05 -1.83 -2.60  0.003
C: -0.14 -2.34 -1.28  0.043
N: 0.50 -1.92 -0.20  0.057
C: 0.38 -2.60 1.07  0.037
C: -0.17 -3.84 1.27  0.005
C: -0.23 -4.37 2.57  -0.006
C: 0.26 -3.68 3.65  0.004
C: 0.86 -2.42 3.46  0.003
C: 1.41 -1.65 4.50  0.033
C: 2.00 -0.43 4.23  -0.005
C: 2.04 0.02 2.92  -0.045
N: 1.53 -0.68 1.90  -0.049
C: 0.93 -1.89 2.16  0.006
C: -0.84 -2.47 -3.59  0.032
H: 0.22 -0.77 -6.30  0.001
H: 1.62 0.36 -4.60  0.000
H: -0.81 -3.18 -1.14  -0.010
H: -0.55 -4.44 0.45  0.000
H: -0.68 -5.35 2.71  0.000
H: 0.20 -4.10 4.64  0.000
H: 1.38 -2.02 5.52  0.000
H: 2.43 0.18 5.01  0.002
H: 2.50 0.97 2.67  0.006
H: -1.51 -3.27 -3.31  0.001
O: 3.40 -1.33 -0.32  0.025
H: 3.84 -1.49 -1.17  0.005
H: 3.93 -1.70 0.39  -0.001
N: 0.19 1.16 -0.01  -0.101
C: -0.60 2.03 0.02  0.088
N: -1.43 2.98 0.05  0.051
C: -1.99 3.60 -1.20  0.004
C: -1.87 5.11 -1.07  0.003
O: -2.49 5.55 0.11  0.001
C: -1.83 5.07 1.26  0.003
C: -1.95 3.56 1.34  0.003
H: -3.04 3.30 -1.25  0.001
H: -1.44 3.21 -2.05  0.002
H: -2.38 5.58 -1.91  0.000
H: -0.81 5.42 -1.09  0.000
H: -2.32 5.51 2.13  0.000
H: -0.78 5.38 1.26  0.000
H: -2.99 3.25 1.42  0.002
H: -1.37 3.14 2.17  0.002

# 6
Formula: C2F3MnNO5S2
Source: OMol25
Level of theory: ωB97M-V/def2-TZVPD

- E (a.u.) = -2753.71160
- LUMO energy (alpha / beta) (eV) = -7.73 / -7.93
- charge = +1
- multiplicity = 7
- ΔE to the lowest compared entry with this formula, charge and spin (kJ/mol) = 7.5
- frontier orbital gap (alpha / beta) (Ha) = 0.1860 / 0.1787

Each line ends with the Mulliken spin population.
CARTESIAN COORDINATES (ANGSTROEM)
N: -1.16 0.58 -0.74  0.000
S: -1.88 -0.42 0.20  0.000
O: -3.08 0.18 0.78  0.000
S: 0.32 -0.03 -1.38  0.000
O: 1.34 1.03 -1.12  0.000
C: -0.21 0.29 -3.16  0.000
F: -1.27 -0.44 -3.45  0.000
F: -0.47 1.56 -3.36  0.000
F: 0.80 -0.08 -3.93  0.000
O: 1.32 1.20 3.10  0.938
C: 1.12 -0.06 3.20  -0.039
O: 0.69 -0.68 2.19  0.124
O: 1.47 -0.69 4.24  0.111
Mn: 1.01 -2.43 3.43  4.865

# 7
Formula: C22H45BrClN4O8
Source: OMol25
Level of theory: ωB97M-V/def2-TZVPD

- E (a.u.) = -4720.04175
- LUMO energy (eV) = -3.75
- charge = +1
- frontier orbital gap (Ha) = 0.2375

Each line ends with the Mulliken charge.
CARTESIAN COORDINATES (ANGSTROEM)
C: 0.49 7.89 -3.45  -0.973
C: 1.72 7.07 -3.73  0.690
O: 2.79 7.56 -4.00  -0.532
N: 1.57 5.67 -3.72  -0.146
C: 2.82 4.90 -3.73  -1.026
N: 0.61 5.20 -2.82  -0.039
C: 0.72 5.21 -1.52  0.356
N: -0.33 4.78 -0.79  -0.382
C: -0.02 4.18 0.52  -0.043
C: -1.27 4.27 1.37  -1.826
C: 1.16 4.87 1.25  -0.776
Br: 2.60 3.60 1.51  -0.065
C: 1.58 6.08 0.44  -0.816
C: 2.73 6.82 1.08  -0.863
C: 3.14 8.09 0.39  0.519
O: 4.30 8.41 0.23  -0.458
Cl: 1.84 9.19 -0.11  -0.173
N: 1.87 5.64 -0.93  0.165
H: -0.37 7.40 -3.86  0.375
H: 0.63 8.86 -3.88  0.350
H: 0.36 7.95 -2.38  0.130
H: 3.60 5.40 -3.18  0.352
H: 3.15 4.79 -4.75  0.342
H: 2.62 3.91 -3.35  0.418
H: -0.24 4.82 -3.21  0.231
H: -1.10 5.44 -0.76  0.370
H: 0.21 3.13 0.41  0.636
H: -1.46 5.32 1.56  0.532
H: -2.13 3.89 0.85  0.412
H: -1.13 3.77 2.32  0.417
H: 0.85 5.20 2.22  0.789
H: 0.72 6.74 0.44  0.679
H: 3.61 6.21 1.18  0.385
H: 2.43 7.09 2.08  0.512
H: 2.62 4.96 -0.97  0.466
C: -1.32 -3.55 3.25  -0.842
O: -0.84 -2.95 2.06  -0.203
C: -1.73 -2.04 1.44  -0.536
C: -1.06 -0.74 1.04  -0.377
O: -0.62 0.09 2.11  -0.408
C: 0.47 -0.32 2.92  -0.345
C: 1.83 -0.32 2.24  -0.094
O: 1.96 -1.34 1.27  -0.275
C: 2.49 -0.93 0.03  -0.682
H: -1.86 -4.47 3.03  0.231
H: -0.46 -3.78 3.87  0.243
H: -1.97 -2.87 3.81  0.432
H: -2.59 -1.83 2.08  0.415
H: -2.11 -2.51 0.52  0.296
H: -1.81 -0.15 0.52  0.408
H: -0.25 -0.92 0.32  0.173
H: 0.27 -1.27 3.41  0.040
H: 0.52 0.43 3.71  0.458
H: 2.59 -0.48 3.01  0.454
H: 1.98 0.67 1.80  -0.127
H: 2.19 0.09 -0.23  0.244
H: 2.12 -1.61 -0.73  0.243
H: 3.59 -0.99 0.04  0.282
C: 0.78 -7.34 -1.47  -0.770
O: -0.12 -7.29 -0.38  -0.332
C: -0.65 -6.01 -0.08  -0.304
C: -2.15 -6.02 0.11  0.052
O: -2.92 -6.27 -1.05  -0.470
C: -2.94 -7.57 -1.62  -0.314
C: -3.63 -8.65 -0.81  -0.494
O: -2.92 -9.00 0.36  -0.312
C: -3.69 -9.08 1.54  -0.774
H: 1.81 -7.18 -1.13  0.302
H: 0.71 -8.33 -1.91  0.248
H: 0.52 -6.60 -2.24  0.348
H: -0.38 -5.28 -0.85  0.320
H: -0.19 -5.69 0.87  0.221
H: -2.42 -5.00 0.40  0.097
H: -2.45 -6.67 0.94  0.054
H: -1.93 -7.88 -1.92  0.087
H: -3.51 -7.46 -2.54  0.405
H: -3.70 -9.55 -1.44  0.398
H: -4.64 -8.32 -0.57  0.315
H: -4.50 -8.35 1.54  0.364
H: -3.03 -8.86 2.38  0.224
H: -4.11 -10.08 1.66  0.297